The following is a DFT calculation (the ωB97M-V functional and the def2-TZVPD basis) of a molecular structure, CH3NSSi in a non-equilibrium geometry.

XYZ file:
```
7
Properties=species:S:1:pos:R:3:forces:R:3:nbo_charge:R:1
C -1.457 -1.153 0.893 2.417 7.193 -0.199 0.199
N -1.892 -2.177 1.076 -1.153 -2.992 0.343 -0.405
Si 0.855 0.619 -0.427 -1.467 -0.168 -3.314 0.689
S -0.783 1.012 0.850 -1.862 -3.936 0.696 -0.119
H 0.307 -0.687 -1.217 1.070 1.735 0.807 -0.092
H 2.126 0.437 0.186 0.819 -0.160 0.510 -0.153
H 0.843 1.950 -1.361 0.176 -1.672 1.157 -0.120
```
Forces are in eV/Å.

Results
- LUMO energy (eV) = -2.19
- calculated total energy (eV) = -21285.5028
- relative energy (zero: lowest compared OMol25 entry of this formula, charge and spin) (kJ/mol) = 298.95
- highest occupied orbital energy (Eh) = -0.39523